{"formula": "C38H75Cl22I2O5PS", "method": "ωB97M-V/def2-TZVPD", "species": ["C", "C", "O", "C", "C", "C", "C", "C", "C", "P", "C", "C", "C", "I", "O", "S", "O", "O", "C", "C", "O", "C", "C", "C", "I", "H", "H", "H", "H", "H", "H", "H", "H", "H", "H", "H", "H", "H", "H", "H", "H", "H", "H", "H", "H", "H", "H", "H", "H", "H", "H", "H", "H", "H", "H", "H", "Cl", "C", "C", "Cl", "H", "H", "H", "H", "Cl", "C", "C", "Cl", "H", "H", "H", "H", "Cl", "C", "C", "Cl", "H", "H", "H", "H", "Cl", "C", "C", "Cl", "H", "H", "H", "H", "Cl", "C", "C", "Cl", "H", "H", "H", "H", "Cl", "C", "C", "Cl", "H", "H", "H", "H", "Cl", "C", "C", "Cl", "H", "H", "H", "H", "Cl", "C", "C", "Cl", "H", "H", "H", "H", "Cl", "C", "C", "Cl", "H", "H", "H", "H", "Cl", "C", "C", "Cl", "H", "H", "H", "H", "Cl", "C", "C", "Cl", "H", "H", "H", "H"], "coordinates": [[-0.3585, 5.1607, -0.6247], [-0.7672, 4.3651, -1.8442], [-1.3132, 3.1204, -1.4595], [-1.1068, 2.0604, -2.3767], [-0.7369, 0.7874, -1.6737], [0.6879, 0.8343, -1.1316], [1.6524, 0.4081, -2.2038], [3.1280, 0.0897, -1.9361], [3.9578, 0.7810, -0.8477], [3.6396, -0.0012, 0.8967], [2.5362, 0.9419, 2.0035], [2.8822, -1.6453, 0.6640], [5.4047, 0.3121, -1.1082], [6.3613, 0.9850, -2.9074], [6.2456, 0.5420, 0.0067], [6.4790, 2.0224, 0.4875], [6.5494, 1.9623, 1.8751], [7.5826, 2.5607, -0.1804], [4.9559, 2.9453, 0.1203], [5.3514, 4.3603, -0.2219], [6.2476, 4.4435, -1.2883], [6.1906, 5.6218, -2.0747], [7.2407, 6.5686, -1.5602], [3.8442, 2.2801, -0.7461], [3.4544, 3.3175, -2.6210], [0.7153, 5.1772, -0.5236], [-0.7868, 4.7127, 0.2504], [-0.7079, 6.1777, -0.6792], [-1.4870, 4.9355, -2.4176], [0.1047, 4.2208, -2.4668], [-0.3240, 2.3126, -3.0822], [-2.0276, 1.8937, -2.9221], [-0.8469, -0.0328, -2.3594], [-1.4070, 0.5920, -0.8580], [0.8477, 1.8608, -0.8288], [0.7107, 0.2002, -0.2672], [1.2368, -0.4743, -2.6617], [1.5865, 1.1636, -2.9619], [3.2511, -0.9696, -1.8129], [3.6069, 0.3101, -2.8773], [2.8324, 0.6709, 2.9990], [1.5040, 0.6632, 1.9177], [2.6187, 2.0136, 1.9297], [2.3300, -1.8635, 1.5623], [2.2106, -1.7644, -0.1697], [3.6836, -2.3536, 0.6181], [5.3639, -0.7512, -1.2030], [4.5247, 3.0209, 1.1005], [5.8197, 4.7456, 0.6802], [4.4679, 4.9608, -0.3692], [5.2102, 6.0749, -2.1226], [6.4321, 5.3364, -3.0850], [7.7941, 6.9926, -2.3783], [7.9080, 6.0074, -0.9531], [6.7952, 7.3994, -1.0334], [2.9219, 2.4719, -0.2469], [10.4404, 5.1160, 1.6027], [10.3504, 3.7404, 0.4724], [10.9903, 4.0167, -0.8588], [10.0468, 5.2364, -1.7487], [9.2974, 3.5011, 0.3384], [10.8414, 2.8975, 0.9549], [10.9766, 3.1000, -1.4450], [12.0162, 4.3649, -0.7787], [-1.0585, -2.1900, 1.9172], [-1.4514, -1.3699, 3.4598], [-2.0074, 0.0087, 3.2504], [-0.7807, 1.1235, 2.5921], [-0.5439, -1.3436, 4.0567], [-2.1917, -1.9820, 3.9711], [-2.3405, 0.4181, 4.2018], [-2.8476, -0.0023, 2.5594], [6.6811, 4.8107, 5.9201], [6.7330, 3.5419, 4.6658], [7.5165, 3.9686, 3.4556], [6.6952, 5.2612, 2.5434], [5.7093, 3.2900, 4.4055], [7.2058, 2.6704, 5.1136], [7.6247, 3.1227, 2.7778], [8.5042, 4.3307, 3.7231], [-2.1312, -1.1339, -5.3298], [-3.5277, -2.0188, -4.6424], [-4.3627, -1.1411, -3.7551], [-3.4691, -0.7050, -2.2697], [-3.1348, -2.8837, -4.1145], [-4.1193, -2.3761, -5.4794], [-5.2633, -1.6701, -3.4523], [-4.6515, -0.2208, -4.2511], [-3.8094, -1.0626, 6.5126], [-5.5029, -1.4703, 6.1145], [-5.6537, -1.9548, 4.6998], [-5.3789, -0.6458, 3.5109], [-6.1094, -0.5870, 6.2986], [-5.8039, -2.2500, 6.8071], [-6.6662, -2.3176, 4.5375], [-4.9633, -2.7600, 4.4719], [-5.3451, -4.1454, 9.6245], [-4.8249, -5.5702, 8.6906], [-4.4898, -5.2095, 7.2704], [-5.9435, -4.7235, 6.3504], [-5.6195, -6.3093, 8.7359], [-3.9408, -5.9734, 9.1799], [-4.0600, -6.0680, 6.7586], [-3.7816, -4.3858, 7.2233], [-2.9251, 2.2683, 5.7169], [-4.4043, 3.0283, 5.0765], [-5.3388, 3.4703, 6.1674], [-6.0718, 2.1067, 7.0512], [-4.8752, 2.3168, 4.4025], [-4.0908, 3.8989, 4.5035], [-6.1562, 4.0412, 5.7316], [-4.8253, 4.0919, 6.8951], [-8.7277, -7.2977, 1.0614], [-7.4894, -7.1542, 2.3347], [-7.8274, -6.0880, 3.3405], [-7.7371, -4.4509, 2.6362], [-6.5374, -6.9529, 1.8520], [-7.4329, -8.1187, 2.8355], [-7.1149, -6.1217, 4.1620], [-8.8285, -6.2230, 3.7397], [-5.1497, -5.1917, -5.7293], [-3.7941, -6.3142, -6.0439], [-2.8873, -6.4475, -4.8528], [-1.9733, -4.9448, -4.5292], [-3.2581, -5.9559, -6.9154], [-4.2317, -7.2837, -6.2733], [-2.1547, -7.2318, -5.0253], [-3.4541, -6.6865, -3.9574], [-6.5348, -1.2563, -6.2134], [-7.5151, 0.2289, -6.3437], [-8.6832, 0.2210, -5.3952], [-9.9032, -0.9965, -5.8446], [-7.8414, 0.3205, -7.3752], [-6.8592, 1.0653, -6.1087], [-9.1747, 1.1915, -5.4182], [-8.3647, 0.0137, -4.3774], [2.8191, -6.7912, -7.7133], [1.7782, -5.3554, -7.8961], [0.5610, -5.4213, -7.0161], [-0.5751, -6.6985, -7.5408], [1.5058, -5.2731, -8.9442], [2.3753, -4.4891, -7.6190], [0.0198, -4.4783, -7.0606], [0.8247, -5.6196, -5.9819]], "forces_ev_per_a": [[0.0, 0.0, -0.1], [-0.1, 0.1, 0.1], [0.5, -0.1, 0.3], [-0.6, 0.0, 0.0], [0.6, 0.3, 0.3], [-0.5, -0.1, 0.0], [0.1, -0.1, 0.2], [-0.3, 0.7, -0.2], [-0.4, -0.7, -0.2], [1.5, -0.1, 0.8], [-0.6, -0.2, -0.7], [-0.4, 0.6, -0.2], [-0.3, 0.3, 0.4], [0.2, -0.1, -0.2], [0.2, 0.0, -0.4], [-1.6, 0.0, -1.5], [-0.3, -0.9, 2.9], [1.5, 0.4, -1.2], [-0.3, -0.5, -1.0], [0.8, 0.6, 0.5], [-0.9, -0.5, -0.8], [0.6, -0.2, 0.1], [-0.7, 0.8, -0.4], [0.6, 0.1, -0.1], [0.0, 0.1, 0.0], [0.4, 0.0, 0.2], [-0.2, -0.3, 0.5], [-0.1, 0.5, 0.0], [-0.4, 0.1, -0.3], [0.3, -0.2, -0.4], [0.2, 0.2, -0.3], [-0.3, 0.0, -0.4], [0.0, -0.4, -0.4], [-0.6, 0.1, 0.4], [0.3, 0.3, 0.4], [0.3, -0.3, 0.6], [-0.1, -0.6, -0.2], [0.1, 0.4, -0.5], [0.0, -0.6, 0.2], [0.4, 0.1, -0.4], [0.4, -0.1, 0.5], [-0.5, 0.0, -0.3], [0.1, 0.4, -0.2], [-0.3, 0.0, 0.5], [-0.3, -0.1, -0.3], [0.4, -0.5, -0.2], [0.3, -0.7, -0.1], [-0.1, -0.1, 0.7], [-0.1, 0.1, -0.3], [-0.6, 0.2, -0.3], [-0.5, 0.0, 0.3], [0.1, -0.4, -0.4], [0.4, 0.3, -0.4], [0.4, -0.1, 0.6], [0.0, 0.2, 0.5], [-0.6, 0.4, 0.3], [0.1, 0.1, 0.0], [-0.2, -0.3, 0.1], [0.0, 0.0, 0.0], [0.5, -0.1, -0.2], [0.2, 0.1, 0.0], [0.1, 0.0, 0.0], [0.0, 0.0, 0.0], [0.0, 0.1, 0.1], [0.0, 0.0, 0.0], [0.0, -0.1, 0.0], [-0.1, 0.0, -0.1], [-0.2, 0.1, 0.0], [0.0, 0.0, 0.0], [0.0, 0.0, 0.0], [0.0, -0.1, -0.1], [0.1, 0.0, 0.0], [0.0, 0.0, 0.1], [0.0, -0.1, -0.1], [0.6, -0.1, 0.2], [0.3, 0.3, 0.7], [0.0, 0.0, 0.0], [0.0, 0.0, 0.0], [0.1, 0.5, 0.4], [0.0, 0.2, 0.1], [0.0, 0.0, 0.0], [0.0, -0.1, 0.0], [0.0, 0.0, 0.2], [-0.3, 0.0, 0.0], [-0.1, 0.3, 0.0], [0.0, 0.0, -0.1], [0.0, -0.1, 0.0], [0.1, 0.1, 0.0], [0.0, -0.1, 0.0], [-0.1, 0.1, 0.2], [-0.1, 0.0, 0.0], [0.0, 0.0, 0.0], [0.1, 0.1, -0.1], [0.0, 0.0, 0.0], [0.0, 0.0, 0.0], [0.1, 0.0, -0.1], [0.0, 0.0, 0.0], [0.0, 0.0, 0.1], [0.2, 0.0, -0.1], [-0.1, -0.4, 0.0], [-0.1, 0.0, 0.0], [0.0, 0.0, 0.0], [-0.1, 0.0, 0.0], [-0.1, 0.1, 0.0], [0.0, 0.2, 0.2], [0.0, 0.0, -0.2], [-0.1, 0.1, 0.0], [0.0, 0.0, 0.0], [0.0, -0.1, 0.1], [0.0, 0.0, 0.0], [0.0, 0.0, 0.0], [0.0, 0.0, 0.0], [0.0, 0.0, 0.0], [0.0, -0.1, 0.0], [0.0, 0.0, 0.1], [0.0, 0.0, 0.0], [0.0, 0.0, 0.0], [0.0, 0.0, 0.0], [0.0, 0.0, 0.0], [-0.1, 0.0, 0.0], [0.0, 0.0, 0.0], [-0.1, 0.0, -0.1], [0.0, -0.1, 0.1], [0.2, -0.3, 0.0], [0.0, 0.1, 0.0], [0.0, 0.0, 0.0], [0.0, 0.0, -0.1], [0.0, 0.1, 0.1], [-0.1, 0.0, -0.1], [0.1, 0.1, 0.0], [-0.1, 0.0, 0.1], [0.0, 0.0, 0.0], [0.0, -0.1, 0.0], [0.0, 0.0, 0.0], [0.0, 0.0, 0.0], [0.0, 0.0, 0.0], [0.0, 0.0, 0.0], [0.1, 0.0, 0.0], [-0.1, 0.1, 0.1], [0.1, 0.0, 0.0], [0.0, 0.0, 0.0], [0.0, 0.0, 0.0], [0.0, 0.0, 0.0], [0.0, -0.1, 0.0]], "lowdin_charge": [-0.06, -0.28, -0.14, -0.23, -0.22, -0.20, -0.22, -0.25, -0.60, 1.03, -0.29, -0.26, -0.74, 0.98, -0.31, 0.55, -0.26, -0.27, -0.29, -0.32, -0.23, -0.28, -0.10, -0.59, 1.05, 0.06, 0.07, 0.07, 0.11, 0.08, 0.11, 0.10, 0.07, 0.08, 0.10, 0.08, 0.11, 0.04, 0.09, 0.04, 0.03, -0.07, 0.04, 0.03, 0.03, 0.03, 0.08, 0.11, 0.00, 0.11, 0.10, 0.11, 0.06, 0.00, 0.08, 0.04, 0.56, -0.66, -0.62, 0.63, 0.02, 0.08, 0.08, 0.07, 0.54, -0.65, -0.70, 0.60, 0.07, 0.05, -0.03, 0.03, 0.53, -0.66, -0.65, 0.66, 0.06, 0.08, 0.03, 0.05, 0.53, -0.72, -0.68, 0.62, -0.03, 0.00, 0.06, 0.04, 0.55, -0.67, -0.69, 0.59, 0.03, 0.01, 0.04, 0.04, 0.55, -0.66, -0.61, 0.63, 0.07, 0.08, 0.08, 0.06, 0.58, -0.63, -0.65, 0.56, 0.05, 0.08, 0.07, 0.07, 0.54, -0.67, -0.67, 0.56, 0.07, 0.07, 0.02, 0.07, 0.56, -0.66, -0.64, 0.61, 0.03, 0.08, 0.05, 0.07, 0.60, -0.64, -0.67, 0.54, 0.07, 0.08, 0.07, 0.07, 0.54, -0.66, -0.66, 0.57, 0.07, 0.07, 0.07, 0.06], "e_homo_ev": -7.73}

***

{"formula": "C2H9N2", "method": "ωB97M-V/def2-TZVPD", "species": ["N", "C", "C", "N", "H", "H", "H", "H", "H", "H", "H", "H", "H"], "coordinates": [[-0.3354, 1.1562, 1.0734], [-0.8583, 0.3585, -0.0226], [-0.1334, -0.9950, -0.3222], [1.2446, -0.5247, -0.4337], [0.0745, 2.0558, 0.8010], [-1.0234, 1.2823, 1.8186], [-0.8779, 1.0669, -0.9772], [-1.9467, 0.0152, 0.2712], [-0.3514, -1.4822, -1.3167], [-0.1811, -1.6503, 0.5025], [1.2543, -0.3255, 0.5812], [1.3277, 0.2861, -1.0901], [1.8064, -1.2432, -0.8854]], "forces_ev_per_a": [[0.6, -0.5, 0.3], [-3.6, 0.4, -1.2], [-1.2, 1.8, -2.8], [0.6, -0.1, -0.8], [-0.5, -0.6, 0.2], [0.6, 0.0, -0.4], [-0.2, -1.9, 1.6], [1.9, 1.0, -1.0], [-0.6, 0.5, 1.3], [-0.2, -1.0, 0.8], [2.2, 0.9, -0.3], [-0.2, -0.3, 1.2], [0.8, -0.2, 1.1]], "lowdin_charge": [-0.01, -0.27, -0.16, 0.14, 0.10, 0.10, 0.16, 0.16, 0.16, 0.12, 0.16, 0.19, 0.17], "e_homo_ev": -14.32, "smiles": "NCC[NH3+]", "de_lowest_kj_mol": 140.35, "charge": 1}

***

{"formula": "C2H4NO2", "method": "ωB97M-V/def2-TZVPD", "species": ["O", "C", "N", "C", "O", "H", "H", "H", "H"], "coordinates": [[-2.4686, 0.4535, 0.3719], [-1.2366, 0.5516, 0.2400], [-0.3868, -0.4380, 0.1000], [1.1585, -0.1594, -0.2047], [1.4571, 1.0880, -0.2406], [-0.6715, 1.4839, 0.2979], [-0.7618, -1.3670, -0.0457], [1.2684, -0.8181, -1.1227], [1.6414, -0.7946, 0.6041]], "forces_ev_per_a": [[0.0, 0.1, -0.2], [-0.4, 0.1, 0.5], [0.8, -0.4, -0.4], [-0.5, -1.2, 0.4], [0.1, 0.1, -0.2], [-0.2, 0.4, -0.1], [0.0, 0.1, 0.1], [0.1, 0.5, -0.1], [0.0, 0.3, -0.1]], "lowdin_charge": [-0.11, -0.45, 0.02, -0.55, -0.27, 0.11, 0.11, 0.07, 0.07], "e_homo_ev": -3.21, "smiles": "O=CNC[O-]", "de_lowest_kj_mol": 131.52, "charge": -1}

***

{"formula": "C3H5NO2S", "method": "ωB97M-V/def2-TZVPD", "species": ["C", "O", "C", "C", "O", "N", "S", "H", "H", "H", "H", "H"], "coordinates": [[0.2685, 2.1077, 1.4429], [-0.1941, 0.8249, 1.6993], [-0.1334, 0.1314, 0.5416], [-0.7848, -1.2656, 0.8079], [-1.1369, -1.8103, -0.3470], [0.4141, 0.5759, -0.5024], [0.6137, -0.4905, -1.7416], [-0.2085, 2.6937, 2.2235], [1.4469, 2.0672, 1.8863], [0.0929, 2.3314, 0.3242], [-0.8492, -1.6930, 1.8944], [1.3464, 0.4601, -2.5185]], "forces_ev_per_a": [[3.1, 1.3, 1.8], [-0.7, -0.8, -1.2], [-0.8, -2.4, 2.4], [-0.5, -1.0, -6.2], [1.4, 1.6, 7.0], [-0.3, -0.7, 0.7], [1.1, 1.0, -2.9], [-0.3, 0.7, -0.6], [-2.7, 0.6, -2.1], [0.7, 0.5, 2.3], [-0.2, 0.6, -2.1], [-0.7, -1.3, 0.9]], "lowdin_charge": [-0.11, -0.11, -0.49, -0.03, -0.12, -0.35, 0.79, 0.07, 0.16, 0.11, 0.16, -0.09], "e_homo_ev": -8.57, "smiles": "CO/C(C=O)=N/S", "de_lowest_kj_mol": 358.17}